1.
Computed, not measured: an isolated molecule of C24H40N2O4, with ωB97M-V/def2-TZVPD.

## Properties
* HOMO-LUMO gap: 8.8 eV
* ΔE to the lowest compared entry with this formula, charge and spin: 23.2 kJ/mol
* SMILES: CC1CCN(C[C@H](O)COc2ccc(OC[C@@H](O)CN3CCC(C)CC3)cc2)CC1

CARTESIAN COORDINATES (ANGSTROEM)
C -7.844 -2.393 -0.422
H -8.156 -2.708 -1.416
H -8.720 -2.373 0.222
C -7.188 -1.018 -0.477
C -5.958 -1.024 -1.384
C -5.285 0.345 -1.388
N -4.887 0.706 -0.040
C -6.051 0.801 0.822
C -6.751 -0.552 0.910
H -7.613 -0.473 1.575
H -6.057 -1.280 1.332
H -5.725 1.112 1.816
H -6.764 1.559 0.445
C -4.056 1.892 0.016
H -4.648 2.817 0.112
C -3.063 1.814 1.188
O -2.404 3.042 1.379
H -1.940 3.270 0.564
C -2.096 0.637 0.955
O -1.341 0.770 -0.232
C -0.110 1.363 -0.210
C 0.613 1.278 -1.400
C 1.873 1.825 -1.510
C 2.454 2.465 -0.420
C 1.725 2.570 0.760
C 0.456 2.031 0.870
H -0.079 2.153 1.799
H 2.161 3.092 1.598
O 3.682 3.074 -0.442
C 4.740 2.475 -1.169
C 5.683 1.748 -0.193
O 6.156 2.637 0.788
H 5.396 3.153 1.088
C 4.968 0.549 0.465
N 4.404 -0.345 -0.528
C 3.225 -1.066 -0.085
C 3.533 -2.204 0.895
C 4.512 -3.192 0.259
C 4.878 -4.313 1.228
H 5.355 -3.906 2.118
H 5.566 -5.013 0.760
H 3.987 -4.857 1.536
C 5.755 -2.429 -0.200
C 5.361 -1.265 -1.119
H 6.249 -0.703 -1.414
H 4.899 -1.667 -2.026
H 6.433 -3.096 -0.735
H 6.287 -2.045 0.673
H 4.031 -3.633 -0.623
H 2.605 -2.711 1.165
H 3.970 -1.791 1.806
H 2.527 -0.355 0.361
H 2.749 -1.482 -0.980
H 5.687 0.065 1.142
H 4.152 0.942 1.077
H 6.566 1.408 -0.743
H 5.282 3.288 -1.661
H 4.385 1.759 -1.909
H 2.395 1.752 -2.452
H 0.159 0.774 -2.238
H -2.710 -0.256 0.809
H -1.444 0.494 1.822
H -3.596 1.627 2.125
H -3.470 1.956 -0.906
H -4.387 0.307 -2.010
H -5.976 1.092 -1.822
H -6.238 -1.294 -2.404
H -5.245 -1.764 -1.016
H -7.912 -0.298 -0.876
H -7.147 -3.131 -0.031


2.
Computed, not measured: a structure of composition C27H27Cl2HfN5O5S2 in a non-equilibrium geometry, with ωB97M-V/def2-TZVPD.

## Properties
* total charge: +2
* HOMO-LUMO gap: 6.4 eV
* ΔE to the lowest compared entry with this formula, charge and spin: 124.2 kJ/mol

CARTESIAN COORDINATES (ANGSTROEM)
Hf -0.274 1.004 -0.412
N -0.586 4.444 -3.141
C -0.656 3.251 -2.542
S 0.855 2.446 -2.166
N -1.830 2.738 -2.287
N -1.816 1.494 -1.755
C -2.803 0.677 -1.964
C -2.656 -0.721 -1.698
C -3.770 -1.576 -1.783
C -3.620 -2.942 -1.831
C -2.339 -3.489 -1.850
C -1.229 -2.676 -1.764
C -1.345 -1.285 -1.646
O -0.256 -0.538 -1.544
H 0.296 4.744 -3.522
H -1.433 4.846 -3.515
H -3.693 1.019 -2.492
H -4.757 -1.139 -1.829
H -4.486 -3.580 -1.909
H -2.205 -4.556 -1.945
H -0.236 -3.093 -1.803
O 2.987 -5.785 -0.760
C 2.246 -5.661 0.340
O 2.160 -6.528 1.156
C 1.516 -4.352 0.532
C 0.322 -4.381 1.250
C -0.398 -3.226 1.470
C 0.071 -1.996 0.982
C 1.302 -1.966 0.311
C 2.012 -3.128 0.084
N -0.630 -0.791 1.077
C -1.823 -0.724 1.559
C -2.551 0.527 1.604
C -3.735 0.630 2.339
C -4.443 1.821 2.326
C -3.955 2.871 1.561
C -2.768 2.697 0.863
N -2.064 1.565 0.888
H 2.931 -5.054 -1.389
H -0.037 -5.328 1.624
H -1.312 -3.298 2.037
H 1.682 -1.025 -0.067
H 2.957 -3.076 -0.439
H -2.349 -1.588 1.964
H -4.092 -0.211 2.913
H -5.360 1.927 2.883
H -4.484 3.808 1.493
H -2.384 3.498 0.240
O 1.102 0.858 3.055
C 0.415 1.179 2.214
O 1.743 1.084 0.331
S 3.067 1.825 0.650
C 4.176 1.440 -0.751
C 4.811 0.098 -0.443
C 5.168 0.151 1.036
C 3.916 0.625 1.760
H 4.915 2.241 -0.771
H 3.588 1.470 -1.665
H 5.691 -0.071 -1.061
H 4.101 -0.707 -0.638
H 5.984 0.859 1.195
H 5.484 -0.820 1.417
H 4.131 1.104 2.713
H 3.202 -0.184 1.917
Cl 0.369 3.674 0.772
C -0.016 5.431 0.802
Cl -1.421 5.774 -0.208
H 0.847 5.961 0.402
H -0.234 5.713 1.831